1.
One molecule with the formula C14H17N3O4, computed with ωB97M-V/def2-TZVPD.

```
38
Properties=species:S:1:pos:R:3:forces:R:3:mulliken_charge:R:1
N -3.121833 2.628877 -0.073419 -1.49 -2.70 -0.74 -0.712
C -1.886251 1.881495 -0.481513 0.67 1.69 -0.47 -0.222
C -0.565437 2.877963 -0.178975 0.05 -1.54 0.11 -0.210
O -0.645251 3.910143 -1.441959 -2.15 -1.38 5.35 -0.537
C -2.015637 0.360727 -0.009944 1.13 1.40 -2.75 0.732
O -2.719972 0.068882 0.938030 0.22 0.10 0.97 -0.676
N -1.491718 -0.561206 -0.903892 0.24 1.88 1.72 -0.167
C -1.155643 -1.862642 -0.438208 -2.71 -1.42 1.03 -0.606
C -0.565766 -2.037219 0.923174 2.34 0.47 1.10 -0.836
C 0.598680 -1.023925 1.004869 -0.85 -3.83 -0.95 0.812
C 0.694555 -0.118384 1.931333 0.29 3.85 2.34 -0.833
N 1.814474 0.660609 1.683340 1.34 0.48 -0.44 0.056
C 2.572230 0.109616 0.642895 -0.30 1.13 0.91 -0.227
C 3.751115 0.576784 -0.009516 -0.60 1.94 1.31 -0.778
C 4.306499 -0.142369 -1.002974 0.90 -4.82 -0.74 -0.473
C 3.724344 -1.522931 -1.208090 -0.32 0.35 0.10 -0.552
C 2.447172 -1.845515 -0.651324 -1.30 -0.65 -2.92 -0.027
C 1.845398 -0.991781 0.253041 -0.02 -0.03 -0.42 0.827
C -2.432936 -2.628766 -0.482069 -0.86 -5.67 -2.90 0.179
O -2.534799 -3.685806 -1.239974 0.27 4.56 3.08 -0.688
O -3.363763 -2.250684 0.329266 -0.30 1.48 1.72 -0.522
H -3.482089 2.367630 0.913707 1.06 0.30 -2.08 0.320
H -3.753043 2.051967 -0.772392 0.42 2.09 2.24 0.353
H -1.991375 1.993420 -1.631165 0.75 -0.91 1.75 0.324
H -0.659350 3.250118 0.931497 -0.46 0.43 -2.43 0.225
H 0.471440 2.327955 -0.003620 -1.99 1.03 -1.63 0.041
H -1.538383 4.313728 -1.079782 2.34 -0.72 -1.51 0.382
H -0.854784 -0.210651 -1.582090 0.32 0.67 -0.46 0.392
H -0.614061 -2.423157 -1.097689 1.90 -0.59 -2.17 0.698
H -1.288806 -1.882679 1.737265 0.39 0.23 -0.25 0.276
H -0.173486 -3.083934 1.089225 -0.49 0.98 -0.59 0.461
H 0.042314 0.237223 2.753360 0.31 -0.70 -0.75 0.365
H 2.256186 1.287159 2.312096 -0.12 0.52 0.66 0.215
H 4.209628 1.555191 0.259506 -0.56 -0.77 -0.04 0.306
H 5.320684 0.050593 -1.492474 -1.78 0.06 0.79 0.313
H 4.294357 -2.370138 -1.711429 -0.89 1.67 0.11 0.319
H 1.568601 -2.507491 -1.134522 3.08 0.24 0.97 0.055
H -3.063280 -1.360788 0.924398 -0.80 -1.85 -2.01 0.413
```
Forces are in eV/Å.

* multiplicity: 1
* relative energy (zero: lowest compared OMol25 entry of this formula, charge and spin): 6.1915 eV
* E: -1008.773521 Eh
* SMILES string: N[C@@H](CO)C(=O)N[C@@H](Cc1c[nH]c2ccccc12)C(=O)O
* gap between HOMO and LUMO: 8.98 eV



2.
A 2-piece molecular cluster, C48H58F3N4 overall, computed with ωB97M-V/def2-TZVPD.

```
113
Properties=species:S:1:pos:R:3:forces:R:3:mulliken_charge:R:1
C -1.204596 4.049321 -0.903464 -0.11 -0.04 -0.24 -1.354
C 0.075389 3.994125 -0.081091 0.37 -0.31 0.03 1.740
C 0.259223 5.221934 0.808067 0.15 0.04 0.05 -1.469
C 1.294384 3.791438 -0.980976 -0.35 -0.04 0.36 0.717
C 1.634083 4.762820 -1.922411 0.10 -0.15 -0.04 -0.241
C 2.744369 4.589606 -2.743446 -0.06 -0.05 0.00 -1.542
C 3.530598 3.444242 -2.629545 -0.14 0.10 0.06 -0.412
C 3.228879 2.474363 -1.676785 0.00 -0.51 0.11 0.931
C 4.083721 1.217321 -1.537298 -0.02 0.27 0.33 1.608
C 5.574243 1.534847 -1.657983 -0.01 0.07 0.09 -1.745
C 3.642951 0.151181 -2.532735 -0.19 -0.11 -0.19 -1.281
C 2.098106 2.652754 -0.866195 0.18 0.13 0.07 -1.970
N 1.760728 1.641356 0.115337 -0.12 -0.55 0.94 2.242
N 2.238509 1.717022 1.381196 -1.06 -1.65 0.98 -1.145
N 1.660644 0.663938 2.031360 0.76 1.76 -2.34 2.029
C 1.981000 0.432337 3.428975 0.29 0.26 0.57 -1.889
C 1.201230 1.049107 4.420712 -0.36 0.12 -0.32 0.710
C 0.075886 2.015907 4.045345 0.29 -0.24 -0.26 1.515
C 0.411443 3.412362 4.562534 0.14 0.07 0.02 -1.590
C -1.290489 1.523695 4.517196 -0.10 -0.14 0.09 -1.257
C 1.460976 0.757811 5.762183 0.11 -0.03 -0.27 -0.288
C 2.497129 -0.109477 6.102342 -0.04 -0.07 -0.02 -1.511
C 3.290248 -0.684319 5.110610 -0.15 0.16 -0.01 -0.529
C 3.061176 -0.393328 3.764420 0.03 -0.20 -0.51 0.972
C 3.957750 -0.970147 2.672101 -0.11 0.29 -0.02 1.455
C 3.532091 -2.387483 2.301171 -0.20 -0.20 0.00 -1.230
C 5.433128 -0.896038 3.068240 -0.04 0.11 0.03 -1.781
C 0.860437 -0.078890 1.171976 0.91 0.13 1.99 -0.872
C 0.214876 -1.308741 1.540892 -0.74 -1.08 0.54 0.974
C -0.019356 -2.317943 0.561856 0.03 0.57 0.29 -0.442
C -0.656317 -3.501291 0.906380 0.13 0.40 0.04 -1.241
C -1.079305 -3.694419 2.218397 -0.29 -0.41 0.27 0.411
C -1.777922 -4.976119 2.570168 -0.20 -0.66 0.29 0.688
F -2.138048 -5.038258 3.885251 0.25 -0.02 -1.16 -0.284
F -2.926963 -5.133907 1.831326 0.82 -0.05 0.52 -0.263
F -0.985291 -6.066960 2.316372 -0.83 0.84 0.16 -0.264
C -0.863400 -2.738009 3.202163 0.24 0.14 -0.19 -1.594
C -0.207565 -1.563684 2.875456 0.23 0.28 -0.57 -0.018
C 0.862260 0.570033 -0.058489 -0.06 1.19 -1.87 1.140
C 0.133895 0.357114 -1.202878 0.32 -0.13 0.61 -1.473
H -1.301462 3.130813 -1.494326 -0.03 0.15 0.05 0.222
H -2.085558 4.125674 -0.255016 0.15 0.09 -0.08 0.444
H -1.185494 4.905704 -1.590630 -0.12 -0.14 0.15 0.296
H 0.015604 3.115530 0.569459 -0.09 0.11 -0.02 -0.682
H 1.176239 5.118294 1.400330 -0.15 0.09 -0.08 0.357
H 0.345758 6.130224 0.198379 -0.07 -0.11 0.20 0.295
H -0.582524 5.332373 1.501388 0.09 0.04 -0.16 0.398
H 1.010600 5.655970 -1.998842 0.26 -0.22 -0.06 0.415
H 3.001340 5.350830 -3.477765 -0.06 -0.15 0.14 0.357
H 4.393688 3.297127 -3.280978 -0.27 0.15 0.20 0.291
H 3.905416 0.832134 -0.524282 0.12 0.01 -0.19 -0.489
H 5.842879 2.340795 -0.966736 0.04 -0.09 -0.14 0.404
H 6.176196 0.656478 -1.402215 -0.09 0.10 -0.13 0.432
H 5.828846 1.851197 -2.676241 0.07 -0.12 0.19 0.349
H 2.590960 -0.110198 -2.371405 0.15 -0.01 -0.05 0.243
H 3.743198 0.525212 -3.560221 0.04 -0.11 0.14 0.301
H 4.247288 -0.757341 -2.426790 -0.06 0.15 -0.04 0.375
H 0.050980 2.059115 2.950318 -0.08 0.10 0.14 -0.551
H 1.385654 3.725363 4.168790 -0.16 0.02 0.11 0.353
H -0.339297 4.142889 4.241178 0.08 -0.12 0.12 0.409
H 0.470423 3.410613 5.658241 -0.06 0.11 -0.20 0.344
H -1.552307 0.577623 4.026759 -0.01 0.19 0.14 0.275
H -1.292483 1.356235 5.602559 -0.11 0.10 -0.21 0.284
H -2.069836 2.253534 4.265060 0.15 -0.09 0.12 0.434
H 0.834738 1.219489 6.531151 0.31 -0.18 -0.21 0.413
H 2.694180 -0.332216 7.150453 -0.06 0.02 -0.24 0.367
H 4.104541 -1.364928 5.372673 -0.30 0.32 -0.01 0.335
H 3.817685 -0.331725 1.788942 0.11 -0.14 0.12 -0.317
H 2.498111 -2.398675 1.934576 0.24 -0.07 0.08 0.135
H 4.176395 -2.794455 1.512435 -0.07 0.05 0.18 0.421
H 3.577685 -3.046030 3.178956 0.07 0.07 -0.19 0.296
H 5.685284 0.123605 3.378978 0.05 -0.17 -0.01 0.402
H 5.650797 -1.576847 3.899298 0.08 0.10 -0.20 0.361
H 6.071750 -1.158999 2.218387 -0.10 -0.05 0.16 0.443
H 0.321053 -2.142598 -0.463023 -0.09 -0.12 0.41 0.615
H -0.824539 -4.268452 0.153991 0.06 0.04 0.17 0.513
H -1.193822 -2.897111 4.223565 0.04 -0.08 -0.18 0.544
H -0.010037 -0.828800 3.658591 -0.21 -0.42 -0.40 0.697
H -0.603389 -0.430852 -1.138890 0.02 0.22 -0.49 -0.661
H 0.289652 0.997110 -2.059486 -0.24 -0.14 -0.05 0.485
C -4.415163 -3.877398 -6.895350 0.00 -0.02 -0.11 -0.699
C -3.364878 -4.681044 -6.126733 -0.30 0.03 0.16 -0.486
C -2.210633 -3.790576 -5.682217 0.01 -0.08 -0.01 -0.825
N -2.710278 -2.614372 -4.938130 -0.21 -0.57 0.97 0.112
C -2.586044 -2.550870 -3.624248 -0.01 -0.21 -0.64 0.045
C -3.002145 -1.466516 -2.827759 -0.22 0.48 0.85 -0.246
C -3.057277 -1.550677 -1.449128 -0.13 -0.32 -1.21 -0.561
C -3.524558 -0.504738 -0.581210 -0.36 0.95 0.76 0.928
C -3.808371 -0.784388 0.783001 0.24 -0.09 -0.64 -0.262
C -4.296661 0.203786 1.628727 -0.05 0.20 -0.09 -0.612
C -4.501225 1.506532 1.145444 0.16 -0.43 -0.19 -0.522
C -4.212452 1.809639 -0.192896 0.05 -0.24 -0.14 -0.637
C -3.733582 0.820005 -1.049257 -0.03 -0.30 0.29 -0.176
C -3.668489 -1.798869 -5.702536 0.18 0.45 -0.39 -0.622
C -4.869481 -2.649798 -6.106232 -0.01 -0.37 0.27 -0.547
H -3.985627 -3.551637 -7.851532 -0.11 -0.06 0.05 0.311
H -5.276635 -4.513827 -7.113626 0.12 0.08 -0.08 0.345
H -3.828630 -5.127929 -5.237398 0.08 0.00 -0.10 0.275
H -2.976302 -5.500082 -6.739793 -0.01 0.13 0.10 0.361
H -1.523586 -4.335959 -5.028679 0.01 0.18 -0.21 0.395
H -1.677435 -3.421974 -6.569210 0.04 0.00 0.32 0.328
H -2.130252 -3.421378 -3.130157 0.00 0.39 -0.32 0.419
H -3.296998 -0.540058 -3.328557 0.10 -0.42 0.28 0.149
H -2.809916 -2.510694 -0.987617 0.05 0.24 -0.01 0.431
H -3.647400 -1.805243 1.139869 -0.04 0.32 0.02 0.341
H -4.530184 -0.044535 2.666251 0.10 0.13 -0.34 0.424
H -4.890601 2.280700 1.807299 0.12 -0.22 -0.17 0.422
H -4.371908 2.818842 -0.579873 0.07 -0.34 0.19 0.435
H -3.509726 1.059002 -2.091059 -0.05 0.07 0.41 0.177
H -3.984033 -0.930754 -5.121636 0.18 -0.16 -0.16 0.259
H -3.150386 -1.462933 -6.611625 -0.06 0.10 0.27 0.355
H -5.576211 -2.047711 -6.686091 0.19 -0.01 0.09 0.350
H -5.389233 -2.974872 -5.194387 0.01 0.08 -0.12 0.285
```
Forces are in eV/Å.

* total charge: +1
* multiplicity: 1
* relative energy (zero: lowest compared OMol25 entry of this formula, charge and spin): 1.1220 eV
* E: -2382.236535 Eh
* gap between HOMO and LUMO: 4.06 eV



3.
A 11-piece molecular cluster, H21O11 overall, computed with ωB97M-V/def2-TZVPD.

```
32
Properties=species:S:1:pos:R:3:forces:R:3:mulliken_charge:R:1
O 1.878859 -46.758168 30.368588 -1.31 1.14 -0.19 -0.959
H 1.012207 -46.309702 30.215234 1.02 -0.13 0.04 0.145
O -2.102204 -45.678071 31.660425 -0.31 -2.66 -0.57 -0.689
H -1.477249 -46.474251 31.491421 -1.11 2.08 0.78 0.409
H -1.587477 -44.896241 31.655698 1.10 1.08 0.08 0.328
O 2.699408 -44.911446 32.212854 0.75 1.57 1.74 -0.664
H 3.515668 -44.563942 31.871519 0.84 0.85 0.40 0.358
H 2.535506 -45.459894 31.485034 -1.49 -2.44 -1.99 0.185
O 0.980755 -43.308443 28.716998 1.04 1.37 -0.06 -0.614
H 1.780367 -43.870737 28.685178 -0.44 -0.78 -0.19 0.405
H 1.413481 -42.434468 28.568388 -0.95 -0.67 0.25 0.310
O -1.686596 -47.483602 28.626500 1.82 -0.41 1.45 -0.637
H -1.719610 -47.984874 27.832445 -0.55 -0.49 -1.39 0.270
H -0.776936 -47.828186 28.901755 -1.48 0.83 -0.19 0.426
O -0.194297 -47.536466 32.064959 0.69 0.33 -0.54 -0.732
H -0.450511 -48.341913 31.584524 0.71 0.38 0.13 0.343
H 0.647952 -47.148653 31.649571 -1.20 -1.32 0.62 0.305
O 1.999515 -49.289766 30.901398 2.12 -4.02 6.76 -0.560
H 2.056506 -48.451410 30.659007 0.46 6.47 -0.70 0.110
H 1.690514 -49.653466 30.176412 -2.55 -3.62 -4.98 0.300
O 0.963286 -48.291975 28.540333 1.10 -1.44 0.08 -0.738
H 1.682096 -48.950717 28.664839 -0.79 0.16 -1.29 0.320
H 1.280970 -47.775710 29.322053 -0.28 1.29 -0.20 0.598
O 0.262369 -43.392707 31.850470 -3.25 1.24 -2.20 -0.667
H 1.012543 -43.730719 32.218173 3.42 -1.58 2.00 0.350
H 0.377009 -43.661275 30.923069 -0.25 0.46 0.00 0.322
O 4.561513 -47.297784 30.452368 -2.77 -3.34 -7.58 -0.644
H 4.852737 -46.979566 31.183386 2.73 3.13 7.53 0.242
H 3.591856 -47.362814 30.497665 0.49 0.37 0.12 0.387
O 2.976157 -45.203496 28.479964 2.67 4.52 -2.27 -0.845
H 3.697047 -44.445174 28.701514 -2.64 -3.85 0.19 0.298
H 2.615439 -45.874548 29.055880 0.41 -0.53 2.15 0.338
```
Forces are in eV/Å.

* total charge: -1
* multiplicity: 1
* relative energy (zero: lowest compared OMol25 entry of this formula, charge and spin): 3.2012 eV
* E: -840.226698 Eh
* gap between HOMO and LUMO: 9.56 eV



Question: What is the formula in the second record?
Answer: C48H58F3N4